(1)
Here is one molecule with the formula C5H12N4 from the Open Molecules 2025 dataset. Energies are from ωB97M-V/def2-TZVPD.

Results
HOMO-LUMO gap	9.52	eV
HOMO level	-8.6	eV
structure (SMILES)	[H]/N=C\N(N)[C@]1(N)C[C@H]1C
LUMO	0.97	eV

Cartesian coordinates (Å):
H 2.22535 1.01115 -1.97528
H 1.15413 1.65595 0.62651
C -1.21529 0.61729 -0.10280
H 2.57683 -1.36560 -1.76678
H -1.49328 -0.92444 -1.67325
H 2.63916 -1.27176 -0.13810
H -0.57177 -1.38205 1.77170
N 1.68201 1.91245 -0.21576
C 1.64592 0.92529 -1.04116
H -2.10908 -1.43191 -0.04237
H 0.81023 -1.91852 1.06393
N 0.25636 -1.08649 1.26232
H -1.12423 1.31185 1.92181
H -2.60439 0.39931 1.52806
C -1.87005 1.11404 1.14296
C -0.08902 -0.47740 -0.01002
N 2.00188 -1.41841 -0.92596
C -1.44199 -0.78229 -0.59851
H -1.14496 1.39444 -0.85619
H -2.39424 2.05544 0.94771
N 1.06643 -0.33833 -0.91881


(2)
Here is one molecule with the formula C5H12N4 from the Open Molecules 2025 dataset. Energies are from ωB97M-V/def2-TZVPD.

Results
HOMO-LUMO gap	9.65	eV
HOMO level	-8.9	eV
structure (SMILES)	[H]/N=C(/C)C(N)(N)/C(C)=N/[H]
LUMO	0.78	eV

Cartesian coordinates (Å):
C -0.20620 -0.60960 -0.12390
H -1.71056 -1.28394 1.06852
H 2.94522 0.28968 1.40043
H 1.32886 0.11328 2.14825
H -0.86196 1.79065 1.04869
C 1.36399 0.02702 0.02769
H -0.23099 -1.85568 1.46443
H -2.41095 1.01460 0.79606
H 1.14669 0.77072 -1.72812
N -0.69910 0.79680 -1.92924
C -1.57963 1.50270 0.27896
H 2.13712 -1.29560 1.47946
H -1.16702 1.62875 -2.28130
N -0.73106 -1.03229 1.15101
C 1.98786 -0.22320 1.35069
H 0.63782 -1.53708 -1.75790
C -0.93997 0.55268 -0.68877
N -0.04086 -1.73852 -1.02862
H -1.93657 2.39687 -0.22909
N 1.88463 0.61094 -0.93318
H -0.91730 -1.91880 -1.51407


Quick one: least stable of them? (1)